{"formula": "C4H32N2O14", "method": "the ωB97M-V functional and the def2-TZVPD basis", "max_force_ev_per_a": 1.81, "e_tot_ha": -1334.446733, "gap_ev": 9.63, "de_lowest_ev": 2.881, "species": ["O", "C", "N", "C", "O", "C", "N", "C", "H", "H", "H", "H", "H", "H", "H", "H", "H", "H", "O", "H", "H", "O", "H", "H", "O", "H", "H", "O", "H", "H", "O", "H", "H", "O", "H", "H", "O", "H", "H", "O", "H", "H", "O", "H", "H", "O", "H", "H", "O", "H", "H", "O"], "coordinates": [[1.998631, -0.786657, 2.502061], [1.200181, -1.623849, 2.117825], [0.532137, -2.414848, 3.036670], [-0.764646, -2.914493, 2.849642], [-1.564747, -3.001836, 3.738881], [0.871762, -1.728179, 0.637317], [-0.529737, -1.314223, 0.469569], [-0.726252, 0.150079, 0.474402], [0.940301, -2.309326, 3.956799], [-0.983233, -3.218970, 1.826129], [1.596228, -1.264318, -0.037179], [0.925644, -2.791416, 0.341451], [-0.841629, -1.671363, -0.426396], [0.251184, 0.600353, 0.355469], [-1.410066, 0.482621, 1.237879], [-1.251877, 0.531745, -0.406672], [-2.889567, 3.062624, -1.872477], [-2.325492, 2.262317, -0.705717], [-2.351295, 2.297990, -1.678003], [-2.481695, 0.985766, -2.688025], [-1.497613, 0.740026, -3.762495], [-2.346977, 0.375079, -3.453210], [0.042350, -4.281579, -0.923566], [0.732588, -3.412409, -1.879119], [0.941946, -4.106771, -1.235966], [-2.835428, -1.908424, -2.547977], [-1.541199, -1.057500, -2.716283], [-2.020893, -1.663565, -2.103293], [-0.175675, -1.260829, -4.865683], [-0.395465, -1.909010, -3.569030], [-0.318727, -2.138135, -4.496192], [-0.696129, 3.514055, 0.951791], [0.206080, 2.855615, -0.054045], [-0.631163, 2.734672, 0.377916], [2.461931, 1.348409, 2.244232], [1.941761, 2.442197, 3.089049], [2.476401, 2.317021, 2.295556], [-0.090254, 0.522080, -2.238176], [1.189396, 0.765710, -2.972465], [0.324479, 0.346364, -3.093548], [-2.138165, -0.761864, 3.921233], [-1.647192, -0.394984, 2.476094], [-1.905635, -0.038206, 3.334946], [2.919046, 3.573099, 0.220640], [3.995822, 2.660043, 0.609999], [3.375689, 2.793387, -0.117356], [-0.066657, 2.865254, 2.531292], [-1.224206, 3.021224, 3.380447], [-0.617452, 3.584939, 2.874260], [3.693002, 0.353012, -1.883555], [2.806673, 0.637196, -0.646726], [2.845834, 0.149877, -1.478394]], "atomic_forces_ev_per_a": [[0.2, -0.3, 0.4], [0.6, 1.1, -1.1], [0.2, 0.0, -0.4], [0.4, -0.2, 0.0], [0.0, -0.1, 0.4], [-1.0, -1.4, 0.4], [0.0, 0.4, -0.6], [0.1, -0.9, -1.5], [-0.7, 0.1, 0.3], [0.1, 0.1, -0.1], [0.1, 0.5, 0.5], [0.0, 0.4, 0.4], [-0.4, -0.1, 0.1], [0.1, 0.5, 1.0], [0.7, 0.6, 0.5], [0.0, -0.8, -0.3], [-0.2, 0.3, -0.3], [0.4, 0.1, -0.4], [-0.2, 0.0, 0.7], [-0.4, -0.5, -0.5], [-0.4, -0.2, -0.4], [0.5, 1.3, -0.3], [0.2, -0.4, 0.1], [0.5, -0.1, -0.2], [-0.8, 0.2, -0.3], [0.1, 0.2, -0.3], [-1.6, -0.3, 0.5], [1.2, -0.7, 0.7], [0.1, -0.1, -0.3], [0.1, -0.4, 0.2], [0.1, 0.1, -0.2], [-0.3, -0.1, 0.0], [0.6, -0.1, -0.6], [-0.3, 0.9, 0.3], [0.2, -0.1, -0.3], [0.2, 0.4, 0.2], [-0.6, -0.4, 0.6], [-0.1, 0.0, 0.0], [0.2, -0.4, -0.1], [0.2, 0.5, 0.4], [0.0, -0.3, -0.2], [-0.2, -0.5, 0.6], [0.1, 0.7, 0.1], [-0.2, -0.1, -0.2], [0.0, -0.3, -0.1], [0.3, 0.3, -0.1], [0.3, 0.3, -0.2], [-0.3, 0.5, 0.1], [0.0, -0.9, 0.5], [0.1, 0.1, 0.2], [0.3, 0.3, -0.1], [-0.4, -0.2, -0.1]]}

---

{"formula": "C4H33N2O14", "method": "the ωB97M-V functional and the def2-TZVPD basis", "max_force_ev_per_a": 2.50, "e_tot_ha": -1335.152501, "gap_ev": 8.81, "de_lowest_ev": 4.134, "total_charge": -1, "species": ["N", "C", "C", "N", "C", "C", "O", "O", "H", "H", "H", "H", "H", "H", "H", "H", "H", "H", "H", "O", "H", "H", "O", "H", "H", "O", "H", "H", "O", "H", "H", "O", "H", "H", "O", "H", "H", "O", "H", "H", "O", "H", "H", "O", "H", "H", "O", "H", "H", "O", "H", "H", "O"], "coordinates": [[-2.156471, -0.887201, -1.259857], [-1.317051, -1.242956, -0.111975], [-0.472365, -0.048762, 0.508524], [-0.390721, -0.160573, 1.929212], [0.062565, -1.349750, 2.588220], [1.541325, -1.424157, 2.994004], [2.415912, -1.480475, 1.875021], [-0.956967, 1.140935, 0.116432], [-1.705921, -0.130204, -1.770528], [-2.990701, -0.407465, -0.941166], [-2.044479, -1.576232, 0.635608], [-0.743957, -2.118954, -0.421302], [-0.354048, 0.772626, 2.294293], [-0.261738, -2.174062, 1.954422], [-0.514282, -1.422445, 3.521171], [1.738605, -0.410344, 3.363072], [1.702320, -2.288351, 3.633846], [2.290196, 1.290319, 0.434671], [3.651730, 1.903225, 0.221791], [2.762309, 2.137348, 0.507701], [1.961935, -1.410916, 1.028275], [2.518324, 2.312199, -2.712241], [2.356663, 3.205536, -2.394233], [0.699523, -2.997282, -2.217852], [-0.764087, -3.454216, -2.375372], [0.147225, -3.710220, -2.565363], [0.806407, 0.204770, -1.005658], [1.414888, 3.229106, -2.169240], [0.885269, -0.163084, -0.117371], [-2.615187, 1.294452, 0.637355], [-4.041099, 1.861009, 0.391801], [-3.574589, 1.143336, 0.835019], [0.054812, 3.982414, 1.951673], [-0.599302, 2.532731, 1.706128], [0.101644, 3.043998, 2.127243], [-1.694454, 2.075844, -2.685541], [-0.730344, 1.838138, -1.407497], [-0.791007, 2.077312, -2.369066], [-3.238803, -0.327031, 2.726306], [-4.313517, -0.336399, 1.722714], [-4.050447, -0.810757, 2.530731], [0.095915, 3.061234, 0.031931], [1.233785, 4.119492, -0.112161], [0.290701, 3.972322, -0.239138], [0.092174, 0.745914, -3.322606], [0.186751, -0.731629, -3.790858], [0.107811, 0.172496, -4.116514], [-0.418218, -3.876254, 0.741227], [0.413463, -4.755047, -0.192886], [0.374032, -4.421567, 0.711682], [2.169626, -1.377441, -1.559285], [3.295683, -2.296317, -1.226247], [2.596509, -2.183335, -1.882704]], "atomic_forces_ev_per_a": [[0.2, 0.5, -0.5], [-1.0, 0.1, 0.2], [-0.7, -0.4, -1.2], [-0.2, 0.4, -1.5], [-0.4, 0.1, 0.9], [-0.7, 1.3, -2.0], [0.8, -0.8, -0.1], [-0.2, 0.4, 0.8], [0.2, -0.3, -0.2], [-0.1, -0.2, 0.4], [0.3, -0.1, 0.2], [0.5, 0.2, 0.3], [0.6, -0.2, 0.9], [0.3, -0.2, 0.1], [0.1, -0.3, 0.0], [0.1, -0.5, 1.2], [0.2, 0.2, 0.3], [-0.3, 0.2, 0.2], [0.0, 0.2, 0.0], [0.2, -0.4, 0.0], [-0.4, 0.2, 0.2], [-0.1, 0.1, 0.0], [0.0, 0.0, -0.2], [0.2, -0.2, 0.0], [0.1, 0.1, -0.1], [-0.3, -0.1, 0.1], [-0.3, 0.2, 0.1], [0.0, 0.0, 0.0], [0.8, -0.4, 0.1], [0.2, -0.3, -0.2], [0.1, -0.1, 0.1], [-0.2, 0.6, -0.4], [-0.5, -0.1, -0.5], [-0.2, 0.6, -0.5], [0.5, -0.8, 1.7], [-0.1, -0.1, 0.3], [-0.9, -0.1, -0.1], [1.0, 0.1, -0.1], [0.0, -0.1, 0.1], [0.1, -0.2, 0.3], [-0.1, -0.1, -0.1], [0.5, 0.2, 0.0], [0.1, -0.5, 0.1], [-0.3, 0.6, -0.9], [-0.4, 0.0, -0.5], [0.0, 0.0, -0.1], [0.4, -0.2, 0.3], [0.0, -0.1, -0.1], [0.0, 0.2, -0.1], [0.0, -0.1, 0.1], [-0.1, 0.0, 0.0], [-0.1, -0.3, -0.1], [0.1, 0.4, 0.2]]}